Record 1
The following is a DFT calculation (ωB97M-V with the def2-TZVPD basis set) of a structure of composition C17H17BMnN8O6 at a distorted geometry.

Calculated values
**Spin multiplicity**: 6
**⟨S²⟩**: 8.766
**HOMO level (alpha / beta)**: -6.99 / -8.71 eV
**Frontier orbital gap (alpha / beta)**: 5.3 / 7.0 eV
**Calculated total energy**: -74103.1856 eV

Cartesian coordinates (Å):
H 0.93713 2.89191 0.34231
N 0.56359 1.47450 -1.19311
B 0.20188 0.29526 -3.44104
N 0.56931 1.55240 -2.58545
C 0.88926 2.80257 -2.95969
Mn 0.13682 -0.26118 -0.25682
H 0.93358 3.04888 -4.01328
C 1.09490 3.56829 -1.81003
H 1.36074 4.60851 -1.76060
C 0.88042 2.70370 -0.72266
H 0.27527 0.48440 -4.62078
C -0.67213 -1.46223 1.07490
H -0.82337 -1.12408 2.10254
H 0.03089 -2.31229 1.06722
H -1.61296 -1.79751 0.61397
N -1.24736 -0.10070 -3.01092
N 1.17337 -0.83424 -2.96414
N -1.50665 -0.31498 -1.66851
N 1.26156 -1.15325 -1.61270
C -2.38736 -0.24886 -3.71494
C 2.04904 -1.59004 -3.64789
H -2.38110 -0.10252 -4.78387
H 2.12569 -1.47288 -4.71789
C -3.41898 -0.53504 -2.82152
C 2.74474 -2.39401 -2.74768
C -2.82659 -0.56570 -1.54704
C 2.22758 -2.09403 -1.47500
H -4.45351 -0.69486 -3.04613
H 3.52520 -3.09365 -2.97280
H -3.26868 -0.79704 -0.58746
H 2.47587 -2.51367 -0.50900
H -0.83187 1.17381 2.03898
O -0.31886 1.40867 2.84324
C 0.88293 0.77034 2.76777
O 1.45774 0.51848 1.69706
C 1.36855 0.35953 4.11138
C 2.57420 -0.35076 4.25905
C 2.93880 -0.86024 5.52393
C 2.10231 -0.67378 6.63067
C 0.88748 0.00483 6.47060
C 0.52941 0.54922 5.21888
N -0.04100 0.14924 7.56139
O 0.23553 -0.32052 8.68292
O -1.11493 0.74613 7.32632
N 4.17497 -1.58134 5.71930
O 4.95303 -1.76467 4.76175
O 4.41990 -1.98811 6.87744
H 3.21428 -0.50995 3.39672
H 2.39876 -1.06705 7.59786
H -0.40338 1.09149 5.09685

Atomic forces in eV per Å
0.0165 -0.0916 -0.2111
0.5725 2.4476 -1.2132
-0.2619 -0.2420 1.0052
0.1300 0.3266 1.3834
-0.0894 -0.1731 0.7463
-0.5410 0.7895 0.4174
0.0438 0.0559 0.2304
-0.0556 -0.1351 -0.0495
0.0165 0.0526 -0.0588
-0.1871 -0.7897 -1.6489
0.0681 0.0510 0.0700
-0.6053 -0.7978 0.9223
-0.2291 -0.4345 0.1167
-0.2304 -0.0047 0.2689
0.1128 -0.1546 0.5052
-0.5987 -0.3842 1.0821
0.3387 -0.7372 1.2616
-1.0654 0.0572 -1.2110
1.8457 -1.3949 -2.0072
-0.0089 0.1479 0.7412
0.0083 0.1503 0.6884
-0.0885 -0.0728 0.0454
0.0672 -0.1117 0.0600
0.3554 0.0782 -0.0407
-0.1385 0.1191 0.1187
1.1965 0.1360 -1.2278
-0.8973 0.8755 -1.5534
-0.1805 -0.0413 -0.1394
0.0842 -0.1103 -0.0943
0.1374 0.1142 -0.1078
-0.1002 0.1518 -0.1143
0.3574 0.1984 0.0544
0.6351 -0.7304 -0.4840
0.3388 -0.0559 -1.9486
-0.9601 0.7156 2.4595
0.2712 -0.5279 0.8588
0.1033 -0.1421 0.4550
-1.6170 1.1712 -0.6643
-0.2871 0.0097 0.0741
1.0890 0.0753 -1.8273
0.3154 -0.3734 0.4602
-2.2272 0.4581 2.4118
-0.0390 0.7120 -2.2958
2.0849 -1.0803 0.2573
2.7202 -1.5209 0.7533
-1.8748 0.6002 1.4967
-0.6222 0.8175 -2.1863
-0.0655 -0.0239 0.1328
-0.1401 0.0466 -0.1542
0.2021 -0.2277 0.1607

Record 2
The following is a DFT calculation (ωB97M-V with the def2-TZVPD basis set) of an isolated molecule of C17H17BrFN3O2 at a distorted geometry.

Calculated values
**HOMO level**: -8.40 eV
**Frontier orbital gap**: 8.3 eV
**Calculated total energy**: -99218.5224 eV
**SMILES**: CN(CC(=O)Nc1ccccc1F)CC(=O)Nc1ccccc1Br

Cartesian coordinates (Å):
C 1.32370 0.02733 2.52425
N 0.11025 0.89676 2.08815
C -1.09649 0.65505 2.81296
C -1.66005 -0.57349 2.54817
O -2.02098 -1.22459 3.45887
N -1.72403 -0.65654 1.24854
C -2.17196 -1.75538 0.60110
C -2.74008 -2.91055 0.95673
C -3.23721 -3.91391 0.16472
C -3.47422 -3.79040 -1.06315
C -3.08048 -2.64543 -1.87977
C -2.59555 -1.49859 -1.05376
F -2.39915 -0.22616 -1.32010
C 0.62546 2.45648 1.91444
C 1.69594 2.56970 0.64495
O 2.24619 3.53882 0.53690
N 1.50484 1.58967 -0.24176
C 1.80263 1.63287 -1.69956
C 2.59805 2.54687 -2.06464
C 3.25817 2.51149 -3.13733
C 3.12714 1.13812 -4.10732
C 2.62841 0.15621 -3.34035
C 1.92700 0.28897 -2.07753
Br 0.95094 -1.17766 -1.46463
H 2.20896 0.24648 1.82089
H 1.13348 -0.97862 2.26591
H 1.62704 0.18746 3.67427
H -0.86507 0.72184 3.84605
H -1.59201 1.47669 2.61941
H -1.42469 0.08112 0.66467
H -2.48524 -3.12649 2.24728
H -3.31468 -4.96946 0.73524
H -3.93774 -4.48670 -1.75221
H -3.29442 -2.46109 -2.79652
H -0.36216 3.10800 1.82043
H 1.40519 2.51551 2.91099
H 0.74429 0.76578 -0.09256
H 2.76292 3.58933 -1.49844
H 3.80396 3.33975 -3.65163
H 3.63251 1.03222 -4.94926
H 2.35914 -0.67745 -3.91440

Atomic forces in eV per Å
0.2507 2.8985 0.2278
4.4796 1.5265 -1.7382
6.0625 2.4573 3.0690
-0.2132 1.3158 -0.2259
-1.6375 -3.7282 1.8701
-1.3811 -3.4675 -2.4752
-3.5535 0.0162 -7.7614
3.0774 -0.0993 7.3376
0.4343 -4.5596 6.8815
-0.5676 1.4731 -8.9952
2.3865 3.6414 10.2563
0.3708 -4.7326 3.3536
0.1178 0.5914 -1.4524
1.0230 -3.6845 2.4627
-8.5344 -6.4515 2.5589
5.6314 7.9912 -0.6045
-3.3918 -2.7090 -2.0640
-2.8512 -8.7974 8.3370
2.6173 9.9466 2.0352
3.5299 -3.1930 -10.8040
-0.5397 5.4968 8.5796
-2.4552 -0.7796 -0.0911
0.7269 2.1234 -4.2022
0.0271 -0.0380 0.2950
-1.2415 0.1676 1.3548
-0.6015 -1.3343 0.3400
-0.7070 -0.4018 -2.4960
-0.0668 -0.1151 1.5106
-3.7242 3.8053 -1.0794
0.6318 0.8370 -0.1606
-1.2033 0.3309 -4.1103
-0.4282 2.5579 -1.5274
0.0455 -0.8451 0.6924
-1.5214 0.7158 -5.9507
2.5959 -0.9986 0.3268
-2.6290 0.9194 -2.4879
2.3966 3.0435 0.6893
-0.8996 -2.7992 -0.8728
-0.3796 -0.7075 1.0553
1.8363 -0.3667 -3.8253
0.2859 -2.0470 -0.3091

Record 3
The following is a DFT calculation (ωB97M-V with the def2-TZVPD basis set) of a structure of composition C17H17Cl2NOPd at a distorted geometry.

Calculated values
**Spin multiplicity**: 3
**⟨S²⟩**: 2.040
**HOMO level (alpha / beta)**: -5.10 / -8.90 eV
**Frontier orbital gap (alpha / beta)**: 5.4 / 7.0 eV
**Calculated total energy**: -49964.8773 eV

Cartesian coordinates (Å):
C 1.75042 -1.40954 -2.46976
C -0.44081 -2.39378 -0.22340
C 2.09198 -1.13689 -1.01443
H 2.54748 -1.97988 -2.96603
C 0.31225 -2.19759 0.94121
H -1.52468 -2.32552 -0.08267
H 2.78361 -0.28825 -0.94735
H -0.26677 -2.00844 1.85020
C 2.61299 -2.28265 -0.15439
H 3.60366 -1.95507 0.20484
H 2.76545 -3.18903 -0.75619
C 0.37078 -2.05730 -2.61378
H 0.27582 -2.54824 -3.58989
H -0.35977 -1.23464 -2.57582
C 0.01446 -3.05962 -1.49299
H 0.83515 -3.74985 -1.28919
H -0.84194 -3.64709 -1.85563
C 1.75753 -2.56900 1.10438
H 1.84835 -3.61697 1.41383
H 2.14211 -1.94721 1.92483
Pd 0.38499 -0.38824 -0.15331
H 1.70502 -0.41499 -2.94365
Cl 2.36903 4.28099 0.43007
C 0.75987 3.85819 0.75196
C -0.19156 4.77257 1.17018
C -1.51623 4.40463 1.42309
Cl -2.60930 5.60637 1.94104
C -1.96305 3.05838 1.24478
C -3.27127 2.57495 1.46336
C -3.55229 1.23776 1.24922
C -2.54545 0.36902 0.80167
N -1.31399 0.81428 0.55834
C -0.99128 2.10639 0.78704
C 0.39140 2.48551 0.54806
O 1.26102 1.62948 0.15481
H 0.11926 5.80750 1.29784
H -4.03954 3.25767 1.80241
H -4.54104 0.83143 1.42157
H -2.73364 -0.69534 0.64380

Atomic forces in eV per Å
-0.1143 0.5413 0.3072
0.2752 0.4119 0.6122
-0.6242 0.4236 0.5928
-0.1199 -0.0588 0.0885
-0.5110 -0.3398 -0.6967
0.3067 0.1387 -0.2191
-0.2120 -0.0548 0.0169
0.2813 0.0381 -0.1579
0.6452 -0.1515 0.3380
-0.2013 -0.4813 -0.1327
-0.0131 0.1676 0.1762
-0.0627 -0.2004 -0.1401
-0.0171 0.1070 0.1116
-0.0618 -0.3625 -0.1416
-0.4042 -0.1461 -0.4873
-0.0864 -0.0121 -0.1561
0.3025 -0.0499 0.1031
0.3992 0.2063 -0.0339
0.0074 0.0564 0.0703
-0.0257 -0.2813 -0.1179
0.1963 1.3828 0.4185
0.1409 -0.4162 -0.1798
0.3311 0.3230 0.0010
-1.2746 1.0702 0.4959
1.6727 0.2288 -0.3524
-0.0210 -0.9233 -0.1929
-0.1587 0.1290 0.0727
0.0289 -0.7579 -0.2064
0.4538 1.5594 0.1932
0.7916 -2.4121 -0.6754
-2.6153 0.8204 0.8804
1.8939 -0.4210 -0.4668
0.1655 0.7984 0.1863
-0.5342 -1.3507 -0.1921
-0.7232 -0.2195 -0.1622
-0.1672 -0.1989 0.0214
0.0465 -0.0419 -0.0179
0.0284 0.0857 0.0211
-0.0190 0.3911 0.0218

> What is the calculated total energy in the third record?

-49964.8773 eV

> Which value of calculated total energy does entry 1 give?

-74103.1856 eV

> Which formula does entry 3 have?

C17H17Cl2NOPd